Entry 1:
The following is a DFT calculation (the ωB97M-V functional and the def2-TZVPD basis) of a structure of composition C39H53As3N2O9S10SbY.

XYZ file:
```
118
Properties=species:S:1:pos:R:3:forces:R:3
Y 0.886 0.651 0.723 0.60 -0.23 0.05
C 4.155 -2.888 1.551 0.06 -0.05 -0.02
C 3.608 -1.519 1.241 -0.10 0.07 -0.01
N 2.344 -1.279 1.322 0.10 -0.06 0.10
N 1.567 -2.330 1.843 -0.04 0.17 -0.10
C 0.506 -2.551 1.156 -0.07 -0.10 -0.10
S 0.038 -1.818 -0.346 0.01 0.13 0.07
S -0.586 -3.731 1.938 -0.01 -0.06 -0.03
C -0.909 -4.816 0.516 -0.07 -0.01 -0.06
C 0.305 -5.600 0.108 0.03 0.00 0.00
C 1.140 -5.144 -0.909 -0.06 0.03 0.01
C 2.294 -5.839 -1.239 0.04 0.00 -0.02
C 2.626 -7.006 -0.566 0.04 -0.02 -0.02
C 1.795 -7.473 0.443 -0.01 -0.02 0.04
C 0.647 -6.772 0.778 0.01 -0.03 0.01
C 4.568 -0.479 0.837 0.01 0.13 0.00
C 5.941 -0.754 0.920 -0.03 0.00 -0.01
C 6.908 0.173 0.595 0.03 -0.06 0.02
C 6.511 1.436 0.159 0.04 0.09 -0.03
C 5.178 1.744 0.053 -0.06 -0.03 -0.04
C 4.172 0.809 0.386 0.07 -0.15 0.02
O 2.932 1.165 0.240 -0.22 -0.05 -0.12
H 3.355 -3.593 1.742 -0.01 0.00 0.01
H 4.810 -2.848 2.424 -0.02 0.00 0.01
H 4.750 -3.239 0.706 -0.01 -0.01 0.00
H -1.285 -4.204 -0.304 0.02 0.04 0.03
H -1.710 -5.484 0.837 0.01 0.02 0.05
H 0.890 -4.220 -1.419 0.01 -0.01 0.00
H 2.943 -5.459 -2.019 0.00 -0.02 0.00
H 3.529 -7.546 -0.822 0.00 0.00 0.00
H 2.046 -8.382 0.977 0.00 0.00 0.00
H 0.013 -7.127 1.583 -0.01 0.01 -0.01
H 6.264 -1.729 1.257 0.00 0.00 0.01
H 7.957 -0.079 0.685 -0.01 0.00 0.00
H 7.255 2.183 -0.097 0.00 -0.01 0.00
H 4.846 2.721 -0.276 -0.01 0.00 0.00
S 1.435 4.898 4.303 0.03 -0.05 0.03
Sb 2.517 3.657 2.748 0.00 0.11 0.12
S 2.048 1.284 3.407 0.01 0.15 -0.01
S 0.800 3.264 -0.133 -0.16 0.15 0.02
S 3.980 1.965 3.942 -0.08 -0.07 -0.11
C 1.123 -2.171 -4.214 0.00 -0.04 0.01
C 2.560 -2.429 -3.775 0.03 -0.07 -0.05
S 3.339 -1.298 -2.593 0.01 0.04 0.00
C 3.421 0.280 -3.489 0.02 0.08 -0.01
C 2.455 1.336 -2.954 0.07 0.04 -0.10
S 0.719 0.872 -2.790 0.10 0.06 0.17
C 0.001 1.282 -4.399 -0.07 -0.06 -0.02
C -0.325 0.066 -5.256 -0.11 0.04 -0.04
S 1.046 -1.048 -5.651 0.00 0.00 -0.01
H 0.542 -1.748 -3.399 -0.03 0.04 0.04
H 0.672 -3.123 -4.506 -0.01 0.03 -0.02
H 3.205 -2.546 -4.652 0.01 0.03 0.02
H 2.592 -3.384 -3.242 0.00 0.01 0.02
H 3.254 0.083 -4.545 -0.02 -0.02 0.01
H 4.440 0.660 -3.371 0.00 -0.04 0.03
H 2.519 2.247 -3.558 -0.02 -0.02 -0.04
H 2.749 1.621 -1.944 -0.01 -0.02 0.04
H 0.685 1.963 -4.910 0.03 -0.04 0.02
H -0.938 1.806 -4.202 0.01 0.01 0.02
H -0.703 0.399 -6.226 0.00 0.02 0.02
H -1.138 -0.493 -4.798 0.01 -0.08 0.05
C -2.004 -1.097 5.510 0.05 0.02 0.05
As -0.448 -0.152 4.861 -0.07 0.04 -0.10
C 1.035 -1.307 5.307 -0.06 0.03 0.05
C -0.399 1.463 5.913 0.05 -0.02 -0.01
S -0.905 0.181 2.811 -0.13 -0.11 0.16
H -1.921 -1.286 6.581 -0.02 0.01 -0.01
H -2.088 -2.035 4.963 0.03 0.00 -0.01
H -2.878 -0.484 5.292 0.01 0.01 -0.01
H 0.813 -1.785 6.263 0.02 0.00 -0.01
H 1.949 -0.724 5.369 -0.01 0.02 -0.01
H 1.129 -2.053 4.517 0.00 0.03 -0.04
H -0.249 1.217 6.965 0.01 -0.02 0.00
H -1.361 1.954 5.776 -0.03 0.00 -0.02
H 0.399 2.110 5.549 -0.02 -0.03 0.01
C -2.054 3.510 2.805 -0.03 0.02 -0.04
O -3.072 2.603 3.251 -0.13 0.13 0.04
C -3.803 1.872 2.390 0.37 -0.35 0.05
O -4.516 1.012 2.842 -0.20 0.07 0.00
C -3.625 2.066 0.907 -0.15 0.15 -0.05
C -4.400 2.939 0.251 0.05 0.06 -0.03
As -4.393 3.431 -1.717 0.03 0.01 0.02
C -5.544 1.955 -2.288 0.03 0.05 0.01
C -2.588 2.707 -1.859 -0.09 0.14 -0.11
C -2.507 1.263 -1.685 -0.04 -0.06 -0.06
As -2.302 0.760 0.124 -0.17 -0.17 0.04
C -3.455 -0.803 0.399 0.03 0.10 -0.03
C -2.829 0.420 -2.742 0.08 -0.01 0.09
O -3.182 0.722 -3.892 -0.02 0.02 -0.12
O -2.667 -0.934 -2.427 0.04 -0.04 0.02
C -3.312 -1.842 -3.289 -0.02 0.02 -0.03
C -1.712 3.560 -1.293 0.02 0.03 0.11
O -0.924 3.131 -0.296 0.14 -0.11 -0.09
O -1.785 4.927 -1.418 0.03 -0.02 0.06
C -0.978 5.431 -2.475 0.00 0.01 -0.07
C -5.439 3.729 0.983 -0.09 -0.05 0.14
O -6.495 3.270 1.334 0.04 0.04 -0.07
O -5.205 5.041 1.231 -0.07 -0.01 0.02
C -4.016 5.687 0.775 0.05 -0.01 -0.02
H -2.465 4.519 2.766 0.02 0.01 0.01
H -1.652 3.234 1.833 -0.01 0.01 -0.01
H -1.256 3.478 3.543 0.03 0.01 0.01
H -6.544 2.180 -1.913 -0.01 -0.02 -0.01
H -5.195 1.010 -1.879 0.01 0.00 0.01
H -5.543 1.904 -3.374 -0.02 0.00 0.00
H -4.368 -0.687 -0.184 -0.01 -0.02 0.00
H -3.691 -0.865 1.458 -0.01 -0.01 0.03
H -2.898 -1.677 0.075 0.01 -0.03 0.00
H -2.978 -2.836 -2.989 -0.01 0.00 0.00
H -3.062 -1.665 -4.337 0.01 0.00 0.02
H -4.402 -1.778 -3.189 0.02 -0.01 -0.01
H -1.176 6.500 -2.534 0.02 0.00 -0.01
H -1.248 4.951 -3.420 0.00 0.01 0.01
H 0.082 5.261 -2.267 -0.02 0.01 -0.01
H -3.773 6.443 1.521 -0.01 0.00 -0.02
H -4.201 6.154 -0.192 0.02 0.00 0.00
H -3.180 5.001 0.678 0.02 -0.02 -0.01
```
Positions in Å, forces in eV/Å.

Results
HOMO energy: -1.92 eV
total charge: -2
gap between HOMO and LUMO: 0.2049 Ha

Atom charges from the Mulliken analysis, given in e for atoms 1 to 6: 1.3243, -2.0635, 0.1804, 1.8678, -1.0720, 0.1077

Entry 2:
The following is a DFT calculation (the ωB97M-V functional and the def2-TZVPD basis) of a structure of composition C39H53Cl3N2O6SSeTl.

XYZ file:
```
106
Properties=species:S:1:pos:R:3:forces:R:3
Tl 0.082 0.286 0.443 0.33 -0.05 0.10
C 7.101 -3.230 -0.008 0.02 0.00 -0.01
C 6.222 -3.118 -1.261 -0.05 0.02 0.00
C 5.679 -4.509 -1.598 -0.03 0.03 0.02
C 7.077 -2.646 -2.448 -0.03 -0.03 0.03
C 5.095 -2.117 -1.003 0.08 0.04 0.00
C 3.766 -2.473 -0.940 -0.04 0.00 -0.03
C 2.782 -1.514 -0.709 -0.15 0.04 0.00
Se 0.960 -2.114 -0.655 0.06 0.18 -0.07
C 0.917 -3.036 1.025 -0.07 0.08 -0.15
C 1.569 -4.264 1.097 -0.04 0.03 -0.01
C 1.585 -4.973 2.278 0.03 -0.03 0.09
C 0.898 -4.405 3.358 -0.07 -0.02 -0.02
C 0.198 -3.211 3.315 -0.09 -0.06 0.05
C 0.214 -2.454 2.098 0.14 -0.06 0.04
O -0.376 -1.291 2.010 0.06 0.26 0.00
C -0.495 -2.698 4.592 0.06 0.11 -0.09
C 0.451 -1.676 5.246 -0.07 0.05 -0.06
C -1.860 -2.040 4.328 0.02 -0.08 -0.10
C -0.757 -3.837 5.586 0.02 0.01 0.06
C 2.297 -6.314 2.448 -0.01 0.03 0.01
C 1.298 -7.375 2.932 0.00 -0.03 -0.02
C 2.909 -6.801 1.133 -0.03 0.07 0.02
C 3.426 -6.162 3.478 0.02 -0.01 -0.02
C 3.056 -0.141 -0.563 0.23 -0.17 -0.07
O 2.126 0.774 -0.416 -0.46 0.08 0.28
C 4.441 0.227 -0.612 -0.01 0.13 -0.01
C 5.389 -0.758 -0.822 -0.04 -0.02 -0.01
C 4.857 1.699 -0.458 -0.13 -0.05 0.05
C 4.255 2.528 -1.605 0.04 -0.03 0.03
C 4.372 2.242 0.898 -0.02 -0.03 -0.08
C 6.376 1.877 -0.506 -0.03 0.02 -0.02
H 7.928 -3.926 -0.180 -0.03 0.04 0.02
H 6.512 -3.593 0.838 0.03 0.01 -0.02
H 7.521 -2.259 0.267 -0.01 -0.05 -0.01
H 6.509 -5.195 -1.785 -0.03 0.03 0.01
H 5.053 -4.480 -2.494 0.02 -0.03 0.05
H 5.088 -4.917 -0.773 0.03 0.00 -0.06
H 7.837 -3.395 -2.689 -0.02 0.05 0.02
H 7.588 -1.706 -2.231 -0.02 -0.02 -0.02
H 6.448 -2.495 -3.329 0.05 -0.01 0.01
H 3.454 -3.498 -1.089 0.05 0.03 0.00
H 2.058 -4.641 0.209 -0.03 -0.02 0.05
H 0.914 -4.947 4.297 -0.04 0.01 -0.09
H 0.723 -0.896 4.531 -0.02 -0.04 0.07
H 1.366 -2.171 5.580 0.00 0.04 -0.02
H -0.026 -1.202 6.111 0.03 -0.03 -0.03
H -1.774 -1.186 3.668 -0.01 0.05 -0.03
H -2.290 -1.710 5.279 0.01 -0.07 -0.03
H -2.549 -2.753 3.865 0.03 0.03 0.04
H 0.161 -4.234 6.025 -0.03 -0.01 -0.01
H -1.302 -4.656 5.109 0.02 0.02 0.04
H -1.370 -3.459 6.408 0.04 0.00 -0.01
H 0.448 -7.437 2.249 0.04 -0.02 0.03
H 0.912 -7.145 3.928 0.01 0.01 -0.05
H 1.778 -8.358 2.977 -0.02 0.05 0.02
H 2.141 -6.929 0.365 0.06 -0.01 0.01
H 3.400 -7.764 1.288 -0.01 0.02 -0.01
H 3.659 -6.096 0.763 -0.04 -0.05 -0.01
H 3.040 -5.842 4.448 0.01 -0.02 -0.03
H 4.146 -5.413 3.139 -0.01 -0.04 0.03
H 3.952 -7.112 3.615 -0.03 0.05 0.01
H 6.430 -0.460 -0.865 -0.06 -0.03 0.01
H 3.171 2.435 -1.620 -0.01 0.02 -0.01
H 4.646 2.184 -2.567 -0.01 0.03 0.03
H 4.517 3.584 -1.485 0.00 -0.05 -0.01
H 3.287 2.197 0.968 0.02 0.01 0.01
H 4.686 3.283 1.019 0.01 -0.06 0.00
H 4.796 1.652 1.716 0.00 0.05 -0.02
H 6.789 1.567 -1.470 0.03 0.00 0.06
H 6.872 1.321 0.293 0.02 0.02 -0.04
H 6.611 2.936 -0.371 -0.01 -0.03 -0.01
C 1.342 1.828 3.332 -0.11 -0.02 -0.15
C -0.158 1.648 3.124 -0.04 0.18 0.25
C -0.954 2.642 3.960 0.06 -0.02 -0.10
O -0.517 1.828 1.767 0.20 -0.36 -0.19
H 1.622 1.656 4.375 0.00 -0.02 -0.03
H 1.641 2.841 3.049 0.02 -0.06 -0.02
H 1.891 1.119 2.702 0.08 0.03 0.09
H -0.424 0.643 3.463 -0.07 -0.04 -0.12
H -0.627 3.665 3.749 -0.04 -0.05 0.03
H -0.807 2.429 5.022 -0.02 0.10 -0.01
H -2.016 2.561 3.727 0.03 -0.01 0.03
N -0.776 2.209 -0.929 0.19 -0.33 0.14
C -1.719 2.310 -1.995 -0.01 -0.07 -0.14
C -3.079 2.384 -1.730 0.01 -0.03 0.13
C -3.989 2.420 -2.781 0.11 0.01 -0.15
C -3.540 2.394 -4.095 -0.07 -0.28 0.08
C -2.176 2.348 -4.359 -0.06 0.06 0.09
C -1.269 2.305 -3.313 0.12 0.01 -0.01
S -4.697 2.186 -5.454 0.27 -0.73 -0.27
O -6.004 2.369 -4.850 -0.15 0.12 0.05
O -4.310 3.173 -6.443 -0.01 0.23 0.01
O -4.425 0.808 -5.887 -0.13 0.35 0.29
H 0.135 2.567 -1.190 -0.01 0.21 0.06
H -1.094 2.622 -0.056 0.11 0.21 -0.05
H -3.422 2.399 -0.698 0.01 -0.01 -0.07
H -5.057 2.456 -2.609 0.04 -0.01 0.03
H -1.848 2.339 -5.392 0.03 -0.03 0.07
H -0.201 2.265 -3.510 -0.06 -0.02 -0.01
Cl -5.063 -2.423 -0.703 -0.04 -0.06 0.21
C -3.655 -2.334 -1.758 -0.13 0.20 -0.51
Cl -2.865 -3.904 -1.905 0.10 -0.15 0.13
Cl -4.113 -1.718 -3.336 -0.11 0.17 -0.30
C -2.701 -1.374 -1.212 0.06 -0.04 0.31
N -1.954 -0.625 -0.781 -0.18 -0.01 0.04
```
Positions in Å, forces in eV/Å.

Results
HOMO energy: -5.63 eV
total charge: -1
relative energy (zero: lowest compared OMol25 entry of this formula, charge and spin): 0.000 eV
gap between HOMO and LUMO: 0.2545 Ha

Atom charges from the Mulliken analysis, given in e for atoms 1 to 6: 1.9766, -1.5685, 1.9338, -1.7002, -1.7285, -0.7871

Entry 3:
The following is a DFT calculation (the ωB97M-V functional and the def2-TZVPD basis) of a structure of composition C39H53F3N3O2PPdS.

XYZ file:
```
103
Properties=species:S:1:pos:R:3:forces:R:3
Pd 1.627 -0.331 0.657 0.75 -0.16 -0.56
F -1.682 -2.677 5.509 -0.01 0.12 0.07
C -0.864 -2.786 4.422 -0.06 -0.18 -0.02
F -0.082 -3.855 4.683 0.00 0.10 -0.03
F -1.678 -3.138 3.409 0.04 0.06 0.04
C -0.095 -1.526 4.173 -0.09 0.10 0.29
C -0.340 -0.404 4.953 0.02 -0.12 -0.11
C 0.330 0.787 4.699 0.00 -0.18 -0.04
C 1.238 0.787 3.652 0.16 -0.32 -0.11
N 1.503 -0.288 2.915 -0.41 0.48 0.34
C 0.839 -1.454 3.111 0.09 0.00 -0.06
S 1.151 -2.674 1.949 -0.11 0.15 -0.04
H -1.075 -0.454 5.746 0.00 -0.02 -0.01
H 0.134 1.683 5.268 -0.02 0.03 0.03
H 1.781 1.684 3.370 -0.04 -0.01 -0.04
C 0.250 1.425 -3.657 -0.03 -0.01 0.02
C -0.729 0.256 -3.465 0.03 -0.04 0.02
C -1.310 -0.150 -4.820 0.02 -0.02 -0.01
C -1.861 0.811 -2.590 -0.06 0.02 -0.02
P 0.183 -1.069 -2.414 -0.04 -0.01 -0.18
N 1.040 -0.370 -1.376 -0.04 -0.03 0.25
C -1.172 -2.243 -1.750 0.05 0.01 -0.03
C -2.296 -2.635 -2.712 -0.01 0.00 0.03
C -1.777 -1.582 -0.505 0.07 0.09 0.09
C -0.489 -3.522 -1.252 0.05 0.01 0.03
C 1.276 -2.102 -3.621 -0.08 0.04 -0.01
C 2.106 -1.100 -4.433 -0.02 0.01 0.00
C 2.288 -2.861 -2.750 0.02 0.04 0.03
C 0.602 -3.065 -4.599 -0.01 0.01 0.01
H -0.318 2.333 -3.881 -0.03 0.06 -0.03
H 0.946 1.260 -4.475 0.06 -0.03 -0.05
H 0.819 1.573 -2.738 0.03 0.02 0.05
H -1.834 0.710 -5.255 -0.02 0.04 -0.01
H -2.028 -0.966 -4.745 0.00 0.00 -0.01
H -0.534 -0.444 -5.527 0.02 -0.01 -0.03
H -2.224 1.747 -3.025 -0.02 0.05 -0.03
H -1.497 1.025 -1.584 0.01 0.02 0.05
H -2.710 0.132 -2.519 0.02 0.05 -0.02
H -2.937 -1.791 -2.964 0.00 -0.03 -0.01
H -2.928 -3.387 -2.226 -0.03 -0.03 0.03
H -1.926 -3.071 -3.639 0.03 -0.03 -0.05
H -2.473 -0.782 -0.750 0.02 -0.04 0.03
H -0.995 -1.162 0.134 -0.12 -0.07 -0.08
H -2.321 -2.338 0.070 -0.05 -0.06 0.04
H -0.179 -4.176 -2.064 0.03 -0.03 -0.07
H -1.197 -4.078 -0.630 -0.01 -0.03 0.02
H 0.375 -3.287 -0.629 -0.02 0.00 -0.02
H 2.529 -0.343 -3.774 0.04 0.05 0.04
H 1.525 -0.613 -5.214 -0.03 0.05 -0.03
H 2.928 -1.635 -4.920 0.02 -0.02 -0.03
H 2.620 -2.228 -1.923 0.01 0.01 0.01
H 3.161 -3.121 -3.360 0.02 -0.04 -0.03
H 1.886 -3.784 -2.344 -0.05 -0.05 0.06
H -0.126 -2.567 -5.241 -0.02 0.01 -0.02
H 0.100 -3.887 -4.094 -0.04 -0.04 0.04
H 1.366 -3.506 -5.251 0.04 -0.02 -0.03
C 7.018 0.463 -0.133 -0.02 -0.03 0.01
C 6.382 -0.800 0.466 0.04 0.02 -0.02
C 6.770 -2.010 -0.396 -0.04 0.03 0.02
C 6.924 -1.006 1.888 -0.03 0.01 -0.02
C 4.921 -0.660 0.502 0.31 -0.12 -0.05
C 3.708 -0.588 0.521 -0.37 0.08 0.09
H 8.108 0.372 -0.167 0.06 0.00 0.00
H 6.754 1.336 0.464 -0.01 0.03 0.03
H 6.645 0.627 -1.144 -0.01 0.00 -0.04
H 7.857 -2.131 -0.432 0.08 -0.01 0.00
H 6.395 -1.883 -1.411 -0.02 0.01 -0.03
H 6.326 -2.918 0.011 -0.02 -0.03 0.02
H 8.011 -1.126 1.877 0.08 -0.01 0.00
H 6.473 -1.891 2.336 -0.01 -0.03 0.01
H 6.670 -0.150 2.514 -0.01 0.03 0.02
C -5.247 0.172 4.599 -0.01 0.02 0.02
C -4.785 1.436 3.919 0.00 -0.02 -0.02
C -5.257 2.665 4.382 0.00 0.03 0.04
C -4.820 3.841 3.800 -0.04 0.02 0.05
C -3.920 3.816 2.750 0.01 -0.05 -0.08
C -3.458 2.594 2.250 0.00 -0.04 0.05
N -2.536 2.471 1.233 -0.18 0.10 -0.06
C -1.958 3.449 0.436 0.06 0.00 0.04
C -2.669 4.538 -0.077 0.02 0.03 -0.03
C -2.052 5.444 -0.927 -0.01 -0.01 0.02
C -0.721 5.285 -1.286 -0.05 0.03 -0.01
C -0.017 4.199 -0.790 0.01 -0.04 0.01
C -0.609 3.278 0.061 0.00 0.07 -0.03
C 0.220 2.092 0.522 0.00 0.02 0.08
O 1.454 2.155 0.415 -0.07 -0.03 0.01
O -0.417 1.095 0.982 0.06 -0.12 0.04
C -3.898 1.387 2.848 0.02 0.05 0.02
C -3.358 0.088 2.317 -0.03 0.02 -0.02
H -5.826 0.411 5.491 -0.01 0.00 0.00
H -4.406 -0.454 4.899 0.03 -0.02 0.02
H -5.876 -0.431 3.941 -0.01 -0.03 -0.02
H -5.950 2.691 5.215 -0.02 0.00 0.02
H -5.166 4.794 4.181 -0.01 0.02 0.00
H -3.545 4.740 2.339 0.02 0.06 -0.05
H -1.893 1.660 1.271 0.02 -0.08 0.02
H -3.718 4.645 0.155 -0.06 0.01 0.03
H -2.628 6.273 -1.324 -0.01 0.01 0.00
H -0.243 5.990 -1.955 0.00 0.01 -0.01
H 1.020 4.026 -1.050 0.00 0.00 0.00
H -3.414 0.064 1.227 -0.01 -0.01 0.00
H -3.896 -0.772 2.706 0.00 -0.02 0.00
H -2.300 -0.040 2.565 0.04 -0.01 0.01
```
Positions in Å, forces in eV/Å.

Results
HOMO energy (spin up / spin down): -1.11 / -1.48 eV
total charge: -2
multiplicity: 3
gap between HOMO and LUMO (spin up / spin down): 0.2000 / 0.2136 Ha

Atom charges from the Mulliken analysis, given in e for atoms 1 to 6: 0.9228, -0.3537, 0.6126, -0.2699, -0.1702, -0.2993